105
Properties=species:S:1:pos:R:3:forces:R:3:lowdin_charge:R:1 method="wB97M-V/def2-TZVPD" multiplicity=1 homo_lumo_gap_ha=0.3056 lumo_energy_ev=0.24 homo_energy_ha=-0.2968 smiles="C=CCc1cc2c(c(CCOC(=O)CC)c1P(O)O)Nc1c(CC(C)C)cccc1S2.CCN(CC)CC.CCN(CC)CC" max_force_ha_per_bohr=0.0320
C 5.468 -2.821 -0.835 -0.448 -0.373 -0.207 -0.014
C 4.117 -2.868 -0.957 0.892 -0.114 0.007 -0.219
C 3.470 -2.698 -2.315 -0.175 -1.052 0.053 -0.184
C 1.956 -2.666 -2.297 -0.031 -0.075 -0.146 -0.236
C 1.359 -1.470 -2.669 -0.095 -0.195 0.054 -0.059
C -0.019 -1.369 -2.720 -0.266 0.336 -0.029 -0.451
C -0.851 -2.432 -2.390 0.499 -0.143 0.230 -0.207
C -0.261 -3.628 -1.963 0.010 -0.197 -0.234 -0.127
C -1.166 -4.752 -1.531 -0.142 0.444 0.189 -0.105
C -1.470 -4.625 -0.027 -0.097 -1.033 0.056 -0.131
O -0.312 -4.198 0.709 -0.088 0.655 -0.366 -0.033
C -0.461 -3.040 1.417 -0.167 -0.007 0.356 -0.461
O -1.280 -2.923 2.291 0.094 -0.043 -0.384 0.126
C 0.505 -1.947 1.030 0.500 -0.014 0.718 -0.126
C 1.016 -1.188 2.260 0.100 -0.038 -0.227 -0.077
C 1.143 -3.755 -1.926 -0.413 -0.130 -0.388 -0.219
P 2.120 -5.225 -1.450 0.734 0.222 0.704 0.901
O 1.045 -6.252 -0.759 0.032 -0.104 -0.380 -0.268
O 2.436 -5.906 -2.920 -0.290 0.169 -0.069 -0.252
N -2.279 -2.313 -2.499 0.033 0.314 -0.295 0.065
C -2.825 -1.089 -1.978 -0.340 0.283 0.420 -0.203
C -4.026 -1.098 -1.247 0.427 -0.315 -0.017 -0.144
C -4.780 -2.391 -1.038 -0.635 0.160 0.135 -0.119
C -5.352 -2.659 0.371 -0.018 -0.242 0.197 -0.394
C -6.635 -1.869 0.696 0.462 0.477 0.083 -0.087
C -4.294 -2.532 1.488 -0.529 -0.123 -0.033 -0.067
C -4.501 0.113 -0.750 -0.099 0.245 0.158 -0.022
C -3.835 1.315 -0.948 0.196 -0.201 -0.228 -0.067
C -2.673 1.328 -1.703 0.062 -0.037 -0.026 -0.106
C -2.192 0.132 -2.213 0.274 -0.236 -0.124 -0.452
S -0.740 0.157 -3.227 -0.062 0.090 -0.048 1.054
H 6.064 -3.480 -1.465 0.229 1.212 -1.050 0.055
H 5.992 -2.138 -0.176 -0.037 -1.122 1.204 0.049
H 3.498 -3.031 -0.076 -0.270 1.577 0.100 0.080
H 3.804 -1.724 -2.671 -0.016 0.011 0.000 0.105
H 3.858 -3.415 -3.050 -0.051 -0.045 0.023 0.120
H 1.961 -0.609 -2.932 0.067 -0.014 0.031 0.110
H -2.119 -4.666 -2.050 -0.002 -0.004 -0.012 0.110
H -0.747 -5.722 -1.758 0.073 0.027 0.005 0.095
H -2.317 -3.967 0.158 0.156 0.211 0.029 0.102
H -1.736 -5.620 0.336 -0.106 0.078 0.126 0.130
H -0.004 -1.240 0.370 -0.107 -0.218 -0.180 0.126
H 1.356 -2.380 0.506 -0.181 0.018 -0.252 0.090
H 0.192 -0.870 2.895 0.003 0.050 0.009 0.071
H 1.691 -1.815 2.844 -0.093 -0.037 0.072 0.081
H 1.591 -0.321 1.934 -0.081 0.082 0.066 0.057
H 1.568 -6.877 -0.247 -0.135 -0.017 0.147 0.056
H 3.372 -6.133 -2.915 -0.014 -0.133 -0.130 0.040
H -2.523 -2.348 -3.487 -0.027 -0.218 0.008 0.150
H -4.178 -3.242 -1.349 0.199 0.115 -0.006 0.096
H -5.646 -2.369 -1.710 0.091 -0.103 -0.135 0.123
H -5.648 -3.712 0.361 -0.037 0.010 -0.190 0.122
H -7.123 -1.478 -0.198 -0.183 -0.242 -0.020 0.073
H -7.335 -2.460 1.284 -0.049 -0.059 -0.089 0.076
H -6.380 -0.998 1.306 -0.102 0.023 0.017 0.063
H -3.948 -3.514 1.806 0.295 0.064 -0.102 0.069
H -4.743 -2.084 2.376 0.112 0.116 0.011 0.077
H -3.450 -1.921 1.176 0.078 -0.004 0.133 0.066
H -5.414 0.142 -0.176 -0.021 -0.118 -0.013 0.096
H -4.214 2.231 -0.515 -0.059 0.011 -0.032 0.091
H -2.122 2.235 -1.917 -0.078 0.079 0.134 0.102
C 4.655 4.087 -2.612 -0.018 0.027 -0.007 -0.091
C 4.274 3.139 -1.486 0.050 0.120 0.034 -0.274
N 4.843 1.810 -1.626 -0.042 -0.046 0.006 -0.194
C 4.293 0.853 -0.682 -0.199 -0.120 0.028 -0.248
C 4.553 1.067 0.815 0.005 -0.114 0.019 -0.071
C 6.285 1.759 -1.803 0.177 0.040 -0.130 -0.246
C 7.170 2.363 -0.703 0.071 -0.082 -0.031 -0.081
H 4.349 3.688 -3.580 0.043 -0.037 0.000 0.079
H 4.157 5.047 -2.466 -0.021 -0.008 -0.004 0.073
H 5.727 4.284 -2.642 0.001 0.001 0.001 0.063
H 3.185 3.032 -1.483 0.004 -0.078 0.052 0.117
H 4.536 3.612 -0.526 0.000 0.017 -0.009 0.101
H 4.645 -0.143 -0.959 0.069 0.030 -0.034 0.080
H 3.208 0.831 -0.836 0.001 0.083 -0.033 0.108
H 5.566 0.784 1.099 0.027 0.079 -0.003 0.057
H 3.874 0.435 1.393 -0.002 0.004 -0.013 0.055
H 4.380 2.098 1.124 0.003 0.010 -0.011 0.068
H 6.526 2.256 -2.745 -0.067 0.045 0.007 0.099
H 6.568 0.715 -1.962 -0.087 -0.039 0.077 0.113
H 6.777 3.312 -0.335 -0.015 0.002 -0.011 0.067
H 8.169 2.554 -1.101 -0.006 0.007 -0.009 0.071
H 7.289 1.689 0.144 -0.064 0.052 0.054 0.054
C -0.943 2.727 2.039 0.012 -0.015 0.007 -0.082
C -1.333 3.791 3.055 -0.026 -0.129 0.000 -0.269
N -1.943 4.969 2.461 0.020 0.037 -0.008 -0.199
C -2.100 6.066 3.400 0.110 0.153 0.069 -0.250
C -3.050 5.880 4.591 -0.034 0.103 -0.005 -0.087
C -3.080 4.709 1.596 -0.145 -0.160 -0.168 -0.246
C -4.296 3.994 2.209 -0.050 0.094 -0.142 -0.079
H -0.251 3.129 1.298 -0.041 0.027 -0.028 0.081
H -0.451 1.898 2.550 0.016 0.011 0.005 0.065
H -1.807 2.314 1.517 0.005 -0.011 0.003 0.056
H -0.427 4.118 3.574 -0.039 0.075 0.029 0.118
H -1.973 3.325 3.821 0.008 -0.016 -0.006 0.101
H -2.405 6.954 2.840 -0.042 -0.044 -0.053 0.111
H -1.105 6.299 3.792 0.025 -0.082 -0.013 0.108
H -4.095 5.963 4.299 -0.008 -0.078 -0.005 0.054
H -2.863 6.663 5.329 0.016 -0.004 -0.002 0.069
H -2.904 4.921 5.090 0.007 -0.012 -0.015 0.065
H -2.729 4.120 0.745 0.061 -0.041 0.056 0.089
H -3.408 5.655 1.156 0.060 0.085 0.128 0.115
H -4.006 3.176 2.869 0.026 0.003 -0.003 0.070
H -4.912 3.569 1.414 -0.003 -0.002 0.006 0.058
H -4.929 4.683 2.766 0.018 -0.057 0.098 0.055